The following is a quantum chemistry calculation of the ion C10H17N4 with charge +1 in a non-equilibrium geometry, from OMol25.

Values from the calculation:
- LUMO level: -0.126 Eh
- Energy relative to the best compared isomer or geometry (same formula, charge and spin): 606.72 kJ/mol
- Total charge: +1
- E_tot: -16591.9465 eV
- Frontier orbital gap: 0.2866 Ha
- HOMO: -11.24 eV

Each line ends with the Mulliken charge.
CARTESIAN COORDINATES (ANGSTROEM)
C  1.505  -0.817  0.542  0.407
C  -2.805  0.959  -1.990  -1.109
N  2.720  -2.889  0.401  -1.588
C  2.286  -4.144  -0.177  -0.589
H  -0.045  -0.867  -1.181  0.519
N  2.165  -1.816  0.450  1.034
H  -2.749  -0.063  -2.642  0.290
H  -0.648  1.382  -1.905  0.397
C  -1.602  1.316  -1.262  -0.206
H  -0.920  -1.772  0.048  0.359
H  0.297  3.396  0.931  0.370
C  -2.205  0.409  0.983  0.537
H  -3.658  0.906  -1.207  0.313
C  -0.189  2.471  1.288  -1.877
N  -1.218  0.453  -0.039  0.298
H  2.094  -4.804  0.729  0.286
H  -1.893  -1.169  -1.085  0.344
N  -2.987  0.340  1.813  -0.425
H  2.478  2.381  0.780  0.300
H  -1.731  2.311  -0.955  0.393
H  0.368  2.341  2.285  0.417
H  3.331  0.831  0.834  0.461
C  0.063  1.101  0.607  0.251
H  3.154  -4.693  -0.777  0.262
H  -1.258  2.568  1.493  0.431
C  2.436  1.274  1.190  -1.843
C  1.274  0.473  0.793  0.993
H  -2.974  1.792  -2.729  0.400
H  1.343  -4.184  -0.857  0.250
C  -0.977  -0.900  -0.568  -1.152
H  2.344  1.413  2.204  0.476

=====

The following is a quantum chemistry calculation of a cluster of 2 separate species, C10H17NO3S in total in a non-equilibrium geometry, from OMol25.

Values from the calculation:
- LUMO level: 0.023 Eh
- Energy relative to the best compared isomer or geometry (same formula, charge and spin): 537.72 kJ/mol
- Total charge: 0
- E_tot: -29109.4486 eV
- Frontier orbital gap: 0.3236 Ha
- HOMO: -8.18 eV

Each line ends with the Mulliken charge.
CARTESIAN COORDINATES (ANGSTROEM)
H  1.394  1.945  0.049  0.389
C  0.016  -2.008  1.593  -1.841
H  -2.261  1.076  2.234  0.367
C  -0.315  -1.817  -1.942  -1.065
H  1.059  1.192  -1.507  0.410
O  2.015  0.408  1.293  -0.664
N  -2.817  1.009  -0.917  -0.259
H  4.340  0.339  -0.207  0.367
H  -3.830  1.651  1.600  0.283
H  2.140  -0.388  1.875  0.366
H  0.137  -1.067  2.190  0.312
C  -3.164  0.792  1.883  -0.937
C  0.221  -1.725  0.181  0.390
H  3.614  -1.013  -1.352  0.323
H  3.895  -1.223  0.396  0.412
H  -3.632  0.122  2.582  0.330
H  0.749  -2.745  1.925  0.404
S  -3.120  -0.247  0.289  0.698
H  1.333  -0.722  -2.603  0.911
O  -4.462  -0.789  0.285  -0.668
O  -0.661  -2.228  -0.708  -0.353
C  2.161  0.026  -0.028  1.958
H  2.713  1.868  -1.169  0.284
C  1.228  -1.025  -0.491  0.280
C  1.821  1.319  -0.765  -1.517
H  -4.613  0.437  -1.655  0.299
H  -1.002  -2.274  -2.624  0.527
H  -0.847  -2.500  1.871  0.405
C  -3.631  0.900  -1.869  -0.355
C  0.841  -1.086  -1.831  -0.725
H  -3.675  1.724  -2.719  0.232
C  3.598  -0.526  -0.331  -1.561

=====

The following is a quantum chemistry calculation of a structure of composition C10H17NO3Si in a non-equilibrium geometry, from OMol25.

Values from the calculation:
- LUMO level: 0.021 Eh
- Energy relative to the best compared isomer or geometry (same formula, charge and spin): 83.01 kJ/mol
- Total charge: 0
- E_tot: -26154.0242 eV
- Frontier orbital gap: 0.2996 Ha
- HOMO: -7.60 eV

Each line ends with the Mulliken charge.
CARTESIAN COORDINATES (ANGSTROEM)
H  -1.980  2.214  -1.316  0.450
H  2.423  0.323  -0.828  0.039
H  -2.860  -0.888  -2.009  0.339
H  1.899  2.936  2.514  0.237
H  -1.157  -4.119  1.306  0.205
C  2.316  -0.544  -1.645  -0.255
H  0.461  2.908  -1.200  0.247
Si  -0.088  -1.558  -0.778  0.486
H  1.769  -0.299  -2.642  0.192
H  0.273  -2.999  1.231  0.370
H  0.385  -4.589  0.419  0.223
C  0.261  1.062  1.636  0.882
H  1.832  2.138  0.337  0.621
O  -0.714  -2.999  -0.367  -0.424
C  -0.278  -3.727  0.695  -0.646
C  -0.673  0.001  1.040  -0.752
H  1.518  2.197  4.220  0.366
C  1.167  2.512  3.274  -0.806
H  -2.028  -1.516  -3.509  0.241
C  0.810  1.923  0.607  -0.893
N  0.410  1.363  2.917  -0.733
C  -1.994  -0.753  -2.638  -0.726
C  -0.013  2.287  -0.368  -0.255
O  1.493  -1.507  -0.986  -0.268
C  -1.369  1.795  -0.477  -0.462
H  3.291  -0.951  -1.838  0.251
H  -2.018  0.193  -3.109  0.303
H  0.680  3.452  3.644  0.259
O  -0.787  -0.864  -2.034  -0.100
H  -2.499  0.050  -0.041  0.640
H  -0.864  -0.745  1.714  0.817
C  -1.666  0.703  0.230  -0.848

=====

The following is a quantum chemistry calculation of a cluster of 2 separate species, C10H17NOS in total in a non-equilibrium geometry, from OMol25.

Values from the calculation:
- LUMO level (alpha / beta): -0.017 / 0.001 Eh
- Energy relative to the best compared isomer or geometry (same formula, charge and spin): 756.44 kJ/mol
- Total charge: 0
- E_tot: -25010.4810 eV
- Frontier orbital gap (alpha / beta): 0.2772 / 0.2810 Ha
- HOMO (alpha / beta): -7.99 / -7.63 eV

Each line ends with the Mulliken charge.
CARTESIAN COORDINATES (ANGSTROEM)
C  0.154  -1.637  -1.321  0.379
C  -1.109  0.136  1.442  -0.813
C  0.408  0.966  3.259  -0.629
H  0.000  1.778  3.876  0.287
C  -0.511  -0.852  -2.356  -0.767
H  -0.719  -1.254  -3.259  0.441
H  0.386  2.633  1.933  0.581
H  -2.065  0.606  -3.958  0.422
C  0.014  -2.946  -1.075  -0.923
S  1.310  -0.666  -0.214  0.870
C  2.581  -0.043  -1.185  -0.976
H  3.429  0.069  -0.532  0.405
H  1.401  0.777  3.713  0.267
O  1.696  -1.514  0.843  -0.684
H  -1.443  -0.772  1.020  0.276
H  0.325  -0.965  2.493  0.254
H  -0.945  -0.642  3.604  0.464
C  -0.358  -0.261  2.782  -0.505
C  0.663  1.652  1.829  -0.643
N  -0.126  0.976  0.855  -0.375
C  -0.883  0.423  -2.300  0.674
H  -0.626  -3.590  -1.493  0.450
H  2.037  0.546  -1.948  0.338
H  1.737  1.527  1.723  0.147
C  -1.735  1.231  -3.214  -1.514
H  -1.973  0.732  1.461  0.535
H  -2.551  1.816  -2.809  0.333
H  -1.110  1.927  -3.620  0.353
H  -0.591  0.918  -1.267  0.136
H  0.603  -3.572  -0.285  0.218

=====

The following is a quantum chemistry calculation of a structure of composition C10H17NOY in a non-equilibrium geometry, from OMol25.

Values from the calculation:
- LUMO level (alpha / beta): 0.126 / 0.126 Eh
- Total charge: -1
- E_tot: -15226.5896 eV
- Frontier orbital gap (alpha / beta): 0.2266 / 0.2267 Ha
- HOMO (alpha / beta): -2.73 / -2.73 eV

Each line ends with the Mulliken charge.
CARTESIAN COORDINATES (ANGSTROEM)
C  0.069  2.612  -1.506  -0.641
H  -1.685  -0.199  2.433  0.292
H  2.601  -0.392  2.818  0.334
H  1.667  -0.890  4.252  0.382
H  -1.088  -2.887  -1.540  0.206
O  0.722  0.185  1.235  -0.879
C  -1.132  1.210  -2.908  -0.301
H  -0.180  -2.764  0.056  0.139
C  0.489  -0.468  2.471  0.882
C  1.679  -0.221  3.383  -1.406
C  0.259  1.006  -3.174  -0.589
H  0.424  -1.555  2.262  -0.009
H  2.088  1.988  -2.298  0.415
H  -2.918  -0.920  -0.209  -0.055
C  1.006  1.878  -2.310  -0.654
H  1.854  -1.870  -1.158  0.301
H  0.898  -1.845  -2.758  0.255
C  -0.206  -2.514  -1.022  -0.250
H  0.674  0.347  -3.932  0.566
H  -0.826  0.990  3.422  0.290
C  0.882  -1.977  -1.667  -0.742
H  -1.016  -0.672  4.002  0.403
H  -2.191  2.586  -1.478  0.340
H  0.320  3.370  -0.764  0.401
C  -0.835  -0.062  3.111  -1.375
C  -1.250  2.195  -1.882  -0.383
H  1.677  0.820  3.738  0.294
N  -1.929  -0.826  -0.459  -0.635
H  -1.960  0.710  -3.423  0.309
Y  -0.096  0.163  -0.697  1.109

=====

The following is a quantum chemistry calculation of a cluster of 2 separate species, C10H17O5 in total in a non-equilibrium geometry, from OMol25.

Values from the calculation:
- LUMO level (alpha / beta): 0.118 / 0.113 Eh
- Energy relative to the best compared isomer or geometry (same formula, charge and spin): 42.58 kJ/mol
- Total charge: -1
- E_tot: -20879.3561 eV
- Frontier orbital gap (alpha / beta): 0.2880 / 0.2811 Ha
- HOMO (alpha / beta): -4.64 / -4.58 eV

Each line ends with the Mulliken charge.
CARTESIAN COORDINATES (ANGSTROEM)
O  -1.365  0.502  -2.186  -0.564
C  0.693  -0.486  0.821  -0.703
H  1.531  3.370  0.249  0.565
C  0.322  1.739  -0.557  0.472
H  -3.276  0.808  2.354  0.346
H  1.641  1.896  1.232  0.221
H  2.088  -1.794  -0.369  0.241
O  0.169  -1.738  1.232  -0.663
H  0.472  -0.447  -2.443  0.368
C  2.138  -0.930  0.437  -1.520
C  1.622  2.351  0.202  -1.518
H  -1.475  1.198  2.226  0.193
O  -0.733  2.598  -0.143  -0.634
O  -3.891  -1.623  1.007  -0.721
O  -4.105  -0.258  -0.823  -0.734
H  -0.787  -1.770  1.287  0.328
C  -2.366  0.688  1.785  -0.634
H  2.626  -1.405  1.252  0.440
C  0.036  0.283  -0.394  1.008
H  2.533  2.262  -0.390  0.291
H  -2.250  0.285  -1.905  0.382
C  -0.407  -0.383  -1.652  0.225
H  2.765  -0.184  0.104  0.371
H  -0.207  -2.593  -1.859  0.282
H  -1.849  -2.005  -2.403  0.312
C  -3.588  -0.726  0.197  0.136
H  0.711  0.096  1.643  0.638
C  -1.004  -1.788  -1.572  -1.327
H  -1.592  2.083  -0.027  0.553
H  0.452  1.846  -1.652  0.204
H  -1.557  -1.982  -0.681  0.246
C  -2.402  0.110  0.620  0.194